# 1
The following is a quantum chemistry calculation of a 2-piece molecular cluster, C4H12N2S overall, from the OMol25 dataset.

Summary:
**Total charge**: +2
**HOMO-LUMO gap**: 0.3455 hartree
**HOMO energy**: -0.6493 Ha
**Energy above the lowest of the compared OMol25 structures with the same formula, charge and spin**: 346.5 kJ/mol
**Electronic energy**: -666.54552 Ha

Geometry (Å):
H -2.92090 -2.26652 0.30415
H -3.39095 -0.71362 0.83748
H 1.46018 2.02979 0.73268
S 3.34884 -0.64419 -0.23274
C 0.91227 1.78063 -0.26481
H 0.80174 0.19934 -1.38310
H -1.09982 0.40787 1.09420
N -2.91765 -1.25070 -0.02743
H 0.16675 2.60794 -0.34695
H 1.46552 -1.59455 0.85449
H 1.74272 -0.09405 1.58620
C 1.94140 -0.62101 0.64898
H -1.33982 -1.20302 -1.57452
N 0.47357 0.39164 -0.45531
C -0.79262 0.08067 0.08706
H 1.52217 2.14099 -1.01086
C -1.64540 -0.69532 -0.55025
H 4.02197 0.51371 0.28208
H -3.74995 -1.06961 -0.58134

# 2
The following is a quantum chemistry calculation of C16H11AuBrN3S as an isolated structure, from the OMol25 dataset.

Summary:
**Total charge**: 0
**HOMO-LUMO gap**: 0.2582 hartree
**HOMO energy**: -0.2778 Ha
**Energy above the lowest of the compared OMol25 structures with the same formula, charge and spin**: 0.0 kJ/mol
**Electronic energy**: -3888.44589 Ha

Geometry (Å):
C 4.71028 -0.88394 0.41222
H -4.09557 -0.75328 0.14935
C -3.65718 3.25643 1.66488
S -1.81486 -4.52017 -0.70425
H 2.80731 -0.72953 1.40638
H -0.31626 3.03744 0.97566
C -2.30531 3.65503 1.63801
H 2.98818 0.54727 -2.73017
C 5.44161 -0.54460 -0.74964
H -1.96787 4.62946 2.09693
C -2.03023 -0.52750 -0.20937
C -0.28523 -3.61218 -0.74092
C -1.40218 2.79573 0.99569
H 0.67676 -4.18588 -0.76217
C -4.12531 2.00193 1.19918
C -2.62985 -3.02671 -0.63764
H 5.28703 -1.26913 1.23605
C 4.79349 -0.04119 -1.86094
H 5.37711 0.21079 -2.73276
Br 7.27060 -0.84048 -0.78308
H -5.18948 1.73141 1.34347
C 3.43723 0.06813 -1.86552
Au 0.72335 0.20641 -0.54438
C -1.70803 -1.96123 -0.54704
H -4.45506 3.85206 2.10326
N -0.38817 -2.33775 -0.67006
C -1.83082 1.58001 0.53292
C 2.65615 -0.19667 -0.75142
N -3.26111 -0.16393 0.16206
N -1.11656 0.45185 0.01764
C -3.19475 1.15625 0.61143
H -3.70388 -2.93781 -0.68514
C 3.30864 -0.64821 0.42936

# 3
The following is a quantum chemistry calculation of C12H33NO8Rb as an isolated structure, from the OMol25 dataset.

Summary:
**Total charge**: +1
**HOMO-LUMO gap**: 0.3455 hartree
**HOMO energy**: -0.4437 Ha
**Energy above the lowest of the compared OMol25 structures with the same formula, charge and spin**: 96.5 kJ/mol
**Electronic energy**: -1157.50523 Ha

Geometry (Å):
H -3.29338 -2.03649 4.48319
C 1.69870 2.81848 3.42818
H 1.58099 3.55965 4.22058
O -1.83029 -1.25384 3.28604
H 4.32064 -0.20208 -1.38982
O -2.03789 -1.77434 -0.14258
H -0.60884 -2.82708 -1.08226
H -2.83165 -4.03443 -2.39930
H -2.92276 -1.92340 0.23091
N 0.62701 2.47820 -0.33556
H 1.02162 1.95725 3.51933
H -0.07411 4.59472 2.24547
H 0.05887 3.21007 -2.23942
C 0.85305 1.18803 -2.41358
C -4.22396 -1.54958 2.71140
H -2.14362 -2.41163 -4.07677
Rb -0.67610 0.32026 1.14055
H -4.17419 -0.45833 2.75265
C -1.68052 -2.93536 -0.91499
H -1.83747 -3.83837 -0.31970
H 1.14022 0.43560 -1.65877
H 3.92593 -2.83289 -0.39577
H 1.75053 3.03682 -2.10956
C 0.29063 3.69768 1.74243
C 3.69318 -0.96726 -0.93485
H -0.43961 4.32242 -0.27820
O 1.84606 -1.13685 0.69323
H -2.76063 -3.11177 3.13636
H 2.69003 2.36928 3.54130
H -0.10018 0.83340 -2.82558
O 4.49520 -2.10902 -0.67167
H 1.30439 4.40759 0.02003
C 1.66185 0.21726 -4.42325
O 1.61466 3.42806 2.15938
H 2.14111 -1.96276 1.08726
H -0.28059 2.78648 1.93787
H 2.93845 -1.22806 -1.69073
C 0.81211 2.55453 -1.79365
C 3.01918 -0.41352 0.30377
H 0.59943 0.06990 -4.69012
H 2.16723 0.55117 -5.32389
O -1.63306 -2.55720 -3.27567
H 3.76231 -0.51146 1.10863
C -2.43402 -3.02688 -2.22018
O 1.83737 1.19201 -3.43304
H 1.57543 2.30196 -0.00580
H 1.97493 -0.78380 -4.09634
H -3.34807 -2.41823 -2.10500
O -4.27828 -2.04018 1.36201
C -3.00403 -2.09717 3.43080
C 0.38938 3.84405 0.23799
H -1.80685 -0.72096 4.08656
H -5.11703 -1.93093 3.20981
H 2.83993 0.65525 0.22055
H -5.09332 -1.73627 0.94977

# 4
The following is a quantum chemistry calculation of C18H48BF4O6V as an isolated structure, from the OMol25 dataset.

Summary:
**Total charge**: +1
**2S+1**: 4
**HOMO-LUMO gap (alpha / beta)**: 0.2450 / 0.2498 hartree
**HOMO energy (alpha / beta)**: -0.4291 / -0.4291 Ha
**Energy above the lowest of the compared OMol25 structures with the same formula, charge and spin**: 93.0 kJ/mol
**Electronic energy**: -2534.29413 Ha

Geometry (Å):
H 0.56032 -3.12190 -4.77224
O -1.30055 1.45863 2.25730
H -3.44041 2.19201 3.66967
C 1.98219 -1.57807 -4.17548
H -2.13158 1.59020 4.71216
H -1.63482 3.49815 2.40785
C -2.33226 -2.89961 -1.49718
H -2.06152 -4.87067 1.29911
H -0.83601 -1.86875 3.74194
H -3.47427 -2.79726 0.93508
C 4.06968 -0.46357 0.44434
H -4.51274 3.75895 -1.81584
O -2.59722 -2.41928 0.83759
H 0.99802 -3.72894 3.55509
H 0.98560 -3.96250 1.74542
H -2.99939 5.65063 -2.49790
F 0.89643 0.82990 -1.34635
F 0.81304 1.19734 0.85851
H -0.57385 1.69479 1.67615
O 3.32331 1.79154 0.83133
H -2.00722 2.54176 -2.96066
H 3.38803 1.01793 -1.06829
H -2.37961 -1.81161 -1.45141
H 0.86321 -1.71292 1.34097
H 1.15525 -1.83685 -2.18025
C 1.58850 -1.08749 3.16817
C 5.20074 1.75376 -0.39537
O 2.02024 -0.16560 -4.22888
C 0.78016 -2.06821 -4.94400
C -0.01206 2.96040 3.42845
C -1.42494 2.64845 3.05750
H 1.93032 -3.28332 -2.83633
C -3.08059 2.72738 -2.99973
H 0.08129 3.90586 3.96277
H 4.71538 -1.10219 -0.15844
C -2.46934 2.42943 4.10413
H -3.27855 3.14781 -3.98570
H 2.80357 -1.94600 -2.05814
H -3.54184 1.74574 -3.10796
H -3.36847 -3.19114 -1.66855
H -2.54923 3.31090 4.74032
F -0.58623 2.29295 -0.28988
H 5.07821 2.80003 -0.67534
H 0.62409 3.13949 2.56165
H -2.53163 5.36290 -0.83914
H 5.86045 1.73084 0.47201
H -3.42993 -4.81753 0.09852
H 2.37137 1.67982 0.77733
C -2.60103 4.89479 -1.82106
H 1.65292 0.05544 -3.36992
C 3.92387 0.97342 -0.12014
H 1.74144 -0.22418 2.52055
H -0.86970 -3.24873 0.08594
H 0.94852 -1.93899 -6.01314
C 2.00631 -2.19886 -2.75709
O -0.65876 -1.44842 2.89724
H -1.55587 4.65468 -2.01623
H -1.57041 -3.29326 -2.17004
H 2.47857 -1.71567 3.20370
H 0.48530 2.13480 3.93747
H -2.05514 2.85171 -0.65816
C 0.59117 -1.93883 2.37201
H 2.90975 -1.99434 -4.56851
C 0.53024 -3.47074 2.60502
O -3.01503 2.84745 -0.67225
H 5.76921 1.27351 -1.19180
H 3.10083 -0.95773 0.37202
H -0.49558 -3.83921 2.60234
C -1.94550 -3.27046 -0.08814
B 0.08085 1.08044 -0.28382
V -2.16445 -0.35941 1.71274
H -1.79134 -5.24926 -0.44902
C -3.43786 3.58041 -1.84484
H 4.46796 -0.50954 1.45793
F -0.79078 0.07804 -0.16114
H 1.23639 -0.68372 4.11743
H -0.14252 -1.54100 -4.70150
C -2.36449 -4.66657 0.27214

# 5
The following is a quantum chemistry calculation of a 3-piece molecular cluster, C8H20N2 overall, from the OMol25 dataset.

Summary:
**Total charge**: 0
**HOMO-LUMO gap (alpha / beta)**: 0.2403 / 0.2401 hartree
**HOMO energy (alpha / beta)**: -0.2052 / -0.2050 Ha
**Energy above the lowest of the compared OMol25 structures with the same formula, charge and spin**: 436.1 kJ/mol
**Electronic energy**: -426.15778 Ha

Geometry (Å):
H 3.83144 -0.38614 -0.82486
H 2.59713 -1.60403 1.24430
H 2.35705 -0.34210 2.46279
H -0.11657 1.59767 1.15791
H -2.51560 1.03555 1.06613
H -0.40082 2.78843 -0.84894
N 3.00493 0.20889 -0.81680
N 0.04534 1.88579 -0.88626
H 0.15830 -0.77479 1.16885
C -2.26262 0.24106 0.36012
H 1.24811 -1.17609 -1.46235
H -2.25400 -1.91809 0.26864
H -0.01947 -2.15810 -0.74404
C 2.36267 0.37195 0.44400
H 3.19839 1.09412 -1.26493
C 0.26786 -0.26895 0.21980
C 0.25916 -1.13711 -0.99835
H -0.01979 1.44152 -1.78959
C -2.87909 0.48880 -0.98984
H -2.10093 -1.26802 1.90497
H 3.93321 -0.51421 1.66049
C -2.58210 -1.11425 0.93571
C -0.12117 1.07016 0.21074
H -3.97756 0.39378 -0.97826
C 2.84207 -0.57077 1.51237
H 2.42403 1.41141 0.77634
H -2.67292 1.49738 -1.35723
H -3.66339 -1.26528 1.08450
H -0.42492 -0.80033 -1.77966
H -2.51875 -0.22824 -1.73656